C6H9N2O2 | ωB97M-V/def2-TZVPD

The geometry in XYZ format:
```
19
Properties=species:S:1:pos:R:3:forces:R:3
C 2.4773 2.7286 -0.5673 -0.4908 -0.7658 -0.3750
C 1.5347 -0.1727 1.2081 -0.6433 -0.3386 0.2574
C 0.4390 1.1274 -0.1383 0.4289 0.2998 -0.2528
C 1.7672 1.4778 -0.1018 0.2156 0.9036 0.3424
N 0.3073 0.0831 0.7206 0.0879 -0.8391 -0.2105
N 2.4368 0.6623 0.7700 0.5933 -0.0018 -0.0781
H -0.5162 -0.5688 0.8224 -0.4686 0.4374 0.0834
H 1.6716 -0.9971 1.8885 0.2309 0.0182 0.0685
H -0.3764 1.5404 -0.7020 -0.1601 -0.0196 0.0385
H 2.0471 3.1238 -1.4832 -0.1956 0.1468 -0.0917
H 3.5143 2.4865 -0.7875 0.1423 0.1126 0.2041
H 2.4017 3.4805 0.2142 0.2367 0.1826 0.0021
C -2.3882 -2.3189 -0.9020 0.7538 0.2004 0.7506
C -2.7756 -1.9299 0.5456 -0.0796 0.1767 -0.2292
O -1.9540 -1.1710 1.1473 -0.0464 -0.1964 0.0474
O -3.8525 -2.3598 0.9791 0.0611 -0.0235 0.0660
H -3.0628 -3.1021 -1.2366 -0.0199 0.2558 -0.4598
H -1.3541 -2.6853 -0.8685 -0.1565 -0.1823 -0.0679
H -2.3171 -1.4047 -1.5086 -0.4897 -0.3667 -0.0953
```
Forces are in eV/Å.

Values from the calculation:
Kohn-Sham gap	8.471	eV
total charge	-1
LUMO energy	3.632	eV
E	-13445.5473	eV

C6H9N2O2 | ωB97M-V/def2-TZVPD

The geometry in XYZ format:
```
19
Properties=species:S:1:pos:R:3:forces:R:3
C 0.4789 -1.3425 -1.0648 -2.0507 -0.5179 0.7629
C -0.9417 -1.2141 -0.5269 -0.5175 -0.2412 -1.3671
C -3.0816 -1.4099 -0.5320 -1.7173 0.4519 -0.1547
C -1.4355 -0.2406 0.2832 0.2432 -0.5270 0.7837
N -2.0386 -1.9111 -1.0942 1.4711 0.2584 0.5587
N -2.8265 -0.3662 0.3188 1.5928 -0.2754 -0.3162
H -4.0775 -1.6840 -0.8571 -0.1026 0.0580 0.4221
H 1.1406 -1.2848 -0.2045 0.5570 0.4754 -0.6009
H 0.5054 -0.5370 -1.7872 1.0403 0.2100 0.0726
H -3.3758 0.1763 0.9597 -0.4754 -0.3146 -0.2791
H -0.8730 0.3794 0.9607 -0.1721 0.3354 -0.1099
H 0.5973 -2.2927 -1.5812 -0.0518 -0.1035 0.0277
C 2.1800 2.1625 1.1905 1.1500 -0.4170 -0.3556
C 2.4277 1.0211 0.1153 -0.8667 0.9738 0.1263
O 2.1507 1.3959 -1.0511 0.4239 -0.3285 0.1150
O 2.7190 -0.1155 0.5338 0.4653 0.0345 0.2449
H 2.0207 3.0857 0.6355 -0.6424 -0.0111 0.2432
H 3.0357 2.3631 1.8486 0.1323 -0.3839 -0.1260
H 1.3941 1.8145 1.8529 -0.4795 0.3225 -0.0477
```
Forces are in eV/Å.

Values from the calculation:
Kohn-Sham gap	7.389	eV
total charge	-1
LUMO energy	3.309	eV
E	-13444.3325	eV

C6H9N2O2 | ωB97M-V/def2-TZVPD

The geometry in XYZ format:
```
19
Properties=species:S:1:pos:R:3:forces:R:3
C -2.3643 2.9200 -0.6142 1.3211 0.2061 -0.9438
C 0.4541 0.6997 -0.6667 0.1022 0.3550 -0.3783
C -1.3717 0.8883 0.4757 1.3989 -0.3583 -0.4949
C -1.3390 1.8051 -0.5697 -1.5106 -0.0923 2.7507
N -0.1669 0.1884 0.4204 -0.4531 0.1973 -0.7274
N -0.1694 1.7332 -1.2289 -0.0856 -0.6434 -0.5316
H 0.1590 -0.7164 0.9542 -0.5547 0.1744 -0.7103
H 1.2717 0.2628 -1.2102 0.5162 -0.2059 0.6449
H -2.0829 0.7127 1.2585 -0.1526 0.0092 0.0924
H -2.6080 3.2347 0.3980 -0.0873 0.0811 -0.0404
H -3.2803 2.7036 -1.1637 0.0449 -0.0934 -0.0696
H -1.8047 3.7180 -1.1282 -0.6468 0.2027 0.1586
C 2.3039 -2.3404 -0.0503 0.2179 0.2580 1.7712
C 1.2854 -2.9736 0.9656 -0.0041 1.2814 -0.1213
O 0.3406 -2.2070 1.3599 0.2131 -0.2470 -0.0724
O 1.5524 -4.0963 1.3818 -0.1478 -0.5601 -0.0474
H 3.2389 -2.7252 0.3356 0.4774 -0.6101 -0.6710
H 2.4430 -1.2803 0.1839 -0.5990 0.1611 -0.4812
H 2.1381 -2.5272 -1.1015 -0.0499 -0.1158 -0.1281
```
Forces are in eV/Å.

Values from the calculation:
Kohn-Sham gap	8.544	eV
total charge	-1
LUMO energy	3.684	eV
E	-13445.0441	eV

C6H9N2O2 | ωB97M-V/def2-TZVPD

The geometry in XYZ format:
```
19
Properties=species:S:1:pos:R:3:forces:R:3
C -2.7860 0.3441 -0.1511 -0.0457 -1.4559 1.3771
N -1.3113 0.2788 0.1252 -0.7404 1.2827 -0.4398
C -0.9624 -0.8659 0.5019 1.7082 -1.7009 -0.1526
O -1.1637 -1.9820 0.6901 0.4471 0.1783 0.4684
C -0.4329 1.3782 -0.2751 0.6864 0.9635 1.9666
C 0.9888 1.1181 0.3339 -3.2520 -2.1393 0.0894
O 1.6946 1.9407 0.7135 2.6901 2.5065 1.0797
N 1.1679 -0.2974 0.3566 -1.4177 1.4736 0.4557
C 1.8421 -0.9926 -0.7550 -1.3016 -0.7354 1.4195
C 2.3441 -1.0297 0.6758 1.6542 -0.1862 -0.4497
H -3.2252 -0.6447 0.1712 0.3970 1.1474 -0.3540
H -3.3026 1.1387 0.4108 0.5092 -0.0595 -0.6620
H -2.7185 0.3459 -1.2005 -1.2406 0.6574 -1.4282
H -1.0135 2.2966 0.0716 1.5697 -0.8663 -0.6362
H -0.0001 1.4527 -1.2697 -1.6125 -0.2816 -1.1131
H 2.3270 -0.4370 -1.5037 0.7464 0.8446 -0.5704
H 1.0541 -1.6389 -1.0954 0.7850 -1.2165 -0.5030
H 2.1792 -1.9067 1.2878 -0.0858 -0.0521 -0.0926
H 3.3184 -0.4992 0.9119 -1.4970 -0.3604 -0.4548
```
Forces are in eV/Å.

Values from the calculation:
Kohn-Sham gap	10.497	eV
SMILES string	C[N+](=C=O)CC(=O)N1CC1
total charge	+1
LUMO energy	-4.136	eV
E	-13433.0731	eV

C6H9N2O2S | ωB97M-V/def2-TZVPD

The geometry in XYZ format:
```
20
Properties=species:S:1:pos:R:3:forces:R:3
C 0.0549 -0.9121 0.6796 -1.2943 2.1184 1.4823
C 0.1594 -2.0063 0.0204 1.4548 -1.1469 0.2585
C 0.7775 0.3951 0.2344 -0.7862 0.3628 0.2464
C -1.1858 1.4544 -0.6147 -0.8110 -0.6895 -0.5434
C 0.5755 -3.1364 -0.4880 -0.4896 0.0780 0.4653
C 2.2234 0.5723 0.6602 0.1114 3.5389 0.4779
N 0.2021 1.3984 -0.2902 1.2613 0.0878 0.9278
N -1.8325 0.1747 -0.5094 -0.5071 0.0990 -0.6198
O -4.4518 0.3600 -0.6173 -0.4464 -2.1516 2.4051
O -3.0358 1.1569 1.4563 -0.2781 0.8174 0.9563
S -2.9825 0.0284 0.5305 -0.9331 -0.8015 -1.8584
H -0.7558 -0.7939 1.5138 1.8590 -0.3455 -1.5175
H -1.7963 2.1227 -0.0138 0.8392 0.8049 0.6229
H -1.1660 1.9395 -1.6032 -0.4025 -0.5294 -0.2909
H 1.2939 -3.7386 0.0504 0.2685 0.0179 -0.0649
H -3.9776 1.0426 -1.0055 1.0048 2.2314 -1.7716
H 0.0789 -3.5828 -1.3155 -0.2505 -0.3077 -0.7043
H 2.7935 -0.2873 0.6186 1.1044 -2.0301 -0.2812
H 2.2234 0.8719 1.7674 -0.0363 -0.2753 -1.3944
H 2.8133 1.4363 0.0743 -1.6684 -1.8789 1.2037
```
Forces are in eV/Å.

Values from the calculation:
Kohn-Sham gap	7.416	eV
total charge	-1
LUMO energy	3.488	eV
E	-24275.2143	eV

C6H9N2OS | ωB97M-V/def2-TZVPD

The geometry in XYZ format:
```
19
Properties=species:S:1:pos:R:3:forces:R:3
C -3.3792 1.7271 -0.2660 2.9230 1.6541 -2.2484
C -2.7838 0.4096 -0.0148 -1.1852 -1.7859 -0.4465
S -3.8500 -0.7979 0.1536 2.1847 -0.4162 0.2135
O -1.2728 0.4706 0.0310 -2.0274 1.5883 0.2463
C -0.1718 -0.2119 0.0411 -1.4299 0.7518 0.5061
N 1.0212 0.3566 0.2383 0.4789 -0.8145 -0.4100
C 2.0386 -0.5569 0.0924 -1.5291 -3.1056 -0.5747
C 3.5017 -0.2911 0.2428 -1.7978 2.6079 1.3025
C 1.3676 -1.7420 -0.1936 1.6448 1.4533 0.3421
N -0.0109 -1.4849 -0.1862 1.2128 -1.5691 -0.1327
H -2.5836 2.4101 -0.0357 -0.0803 1.1268 1.2160
H -4.3306 1.8651 0.1692 -0.6474 0.1738 0.6669
H -3.4169 2.0791 -1.3458 -0.3107 -1.3314 0.6859
H 1.2846 1.2060 0.6293 -0.5685 2.2151 0.4711
H 3.6624 0.3579 1.1697 -0.1246 -0.7454 -1.2152
H 3.9608 -1.2022 0.4348 1.1870 -1.5126 -0.0747
H 3.8337 0.2594 -0.6257 0.5708 -0.1086 -0.1634
H 1.8375 -2.6491 -0.5097 -0.3469 -0.5028 0.1586
H -0.7085 -2.2054 -0.0248 -0.1542 0.3210 -0.5432
```
Forces are in eV/Å.

Values from the calculation:
Kohn-Sham gap	8.886	eV
SMILES string	CC(=S)Oc1[nH]c(C)c[nH+]1
total charge	+1
LUMO energy	-4.153	eV
E	-22222.6719	eV

C6H9N2P | ωB97M-V/def2-TZVPD

The geometry in XYZ format:
```
18
Properties=species:S:1:pos:R:3:forces:R:3
C -0.6862 -2.4272 -0.1102 0.5022 -1.7579 -1.3057
C -1.1173 -1.0302 -0.1159 -0.0728 3.1598 0.4277
N -2.3864 -0.7412 -0.1298 -1.8945 -0.5780 -0.8806
N -2.6410 0.5688 -0.1178 0.6928 -0.9250 0.3037
P -1.3475 1.6317 0.0905 -0.2266 -1.3152 -0.2482
C -0.3890 0.2012 0.0531 2.0568 -0.0277 -0.0628
C 1.1032 0.3037 0.1917 -0.1891 -0.5130 -0.1364
C 1.8813 1.3679 -0.5581 0.3943 -0.5418 -3.2444
C 1.6636 1.5720 0.8433 1.7119 -1.6821 1.2019
H 0.3576 -2.5810 -0.3529 0.3785 0.4271 -0.2087
H -1.2103 -3.1546 -0.8033 0.1036 1.2905 0.7345
H -0.7577 -2.8254 0.8678 -0.3534 -0.5016 1.1588
H -3.6004 0.7435 -0.2467 -1.0452 0.5542 0.0405
H 1.5948 -0.7023 0.2198 -0.1091 1.3017 0.5462
H 1.2690 2.0011 -1.2277 0.4403 -0.3770 0.3429
H 2.8275 1.1002 -1.0254 -0.0482 -0.0922 0.3563
H 2.4383 1.6263 1.6151 -0.2770 -0.2695 -0.4327
H 1.0004 2.3454 0.8066 -2.0644 1.8479 1.4070
```
Forces are in eV/Å.

Values from the calculation:
Kohn-Sham gap	9.259	eV
SMILES string	Cc1n[nH]pc1C1CC1
LUMO energy	0.886	eV
E	-18634.8749	eV

C6H9N2S | ωB97M-V/def2-TZVPD

The geometry in XYZ format:
```
18
Properties=species:S:1:pos:R:3:forces:R:3
C 0.4678 1.3559 1.6359 -0.8966 -0.2671 0.6700
C 0.1321 0.0293 1.1194 0.2124 -1.1193 1.0642
N -0.8381 -0.7510 0.7870 -1.6689 0.9894 1.2878
S -2.5558 -0.1996 0.4696 1.6502 -0.8216 0.1554
C -1.9562 0.8906 -0.7265 1.9893 -1.0854 -0.9073
C -0.7530 0.8689 -1.3672 -1.3153 -0.7448 2.0466
N 0.3566 0.1034 -1.0039 0.1736 1.4128 -4.7159
C 0.3395 -0.8436 -0.0545 1.5743 -2.3262 1.0193
C 1.1462 -2.1320 -0.1970 0.1907 -1.3766 -0.3766
H 1.2926 1.2583 2.3960 -1.2013 0.3712 -0.3519
H -0.5003 1.9015 1.8660 1.4426 -0.5156 0.3948
H 0.9006 1.8312 0.7756 0.3732 0.4952 -0.3723
H -2.7556 1.4222 -1.0868 -1.4026 1.9330 -0.9249
H -0.4664 1.5241 -2.1249 -0.2939 1.2059 -1.1601
H 1.0866 0.1488 -1.7475 -0.6763 -0.5563 1.2693
H 1.5386 -2.3520 0.8471 -0.0733 0.0215 -1.6030
H 1.9513 -1.9208 -0.9835 -0.7417 -0.3658 1.4892
H 0.6137 -3.1353 -0.6049 0.6636 2.7495 1.0155
```
Forces are in eV/Å.

Values from the calculation:
Kohn-Sham gap	7.616	eV
SMILES string	CC1=[N+]2SC=CN[C@@]12C
total charge	+1
LUMO energy	-4.768	eV
E	-20172.4450	eV